61
Properties=species:S:1:pos:R:3:lowdin_charge:R:1 method="wB97M-V/def2-TZVPD" multiplicity=2 total_energy_ha=-1845.912495 s_squared=1.7971 total_charge=+4
C -0.6319 5.0777 0.7656 -0.039
H -4.4764 1.8021 -1.4561 0.115
H -3.1030 -1.0090 2.4662 0.118
C -2.7738 0.8625 -0.4268 -0.062
C 0.7677 3.1235 0.7129 -0.207
C -4.1041 1.1810 -0.6548 -0.043
C -5.0613 0.7087 0.3126 -0.026
H -1.4112 3.1990 1.3150 0.129
C -0.1274 0.5217 4.9746 0.030
C -3.3821 -0.3731 1.6390 -0.012
C -4.6852 -0.1060 1.3994 -0.074
C -1.0508 -3.5753 -1.3163 -0.174
C 3.5236 -1.9452 -3.1988 -0.144
C 0.4197 5.8670 0.4036 0.038
F -0.2517 -2.7483 -0.6533 0.024
C 0.5556 2.2944 6.4025 0.000
H -6.1279 0.8591 0.2345 0.114
H -0.7177 -0.3619 4.7815 0.118
C -3.0921 -3.7627 -2.5499 0.018
H -1.5096 -6.7862 -2.0653 0.153
H -2.3730 -1.9298 -1.8739 0.139
C -0.8410 -4.9384 -1.3308 0.047
F 0.8109 0.5651 2.6595 -0.091
H -4.0394 -3.3040 -2.7920 0.153
In 1.7056 -0.9282 0.4562 1.247
H -3.4776 -5.7189 -3.2904 0.155
C 5.2027 -2.4621 -5.3964 0.085
H 0.5940 2.6382 7.4256 0.133
H 2.4735 5.8767 -0.1630 0.140
C 1.8385 3.8876 0.2449 0.028
C 1.2190 2.9064 5.3197 -0.009
H -1.5397 5.6027 1.0240 0.140
H 0.2475 6.9297 0.3175 0.148
H -5.3834 -0.4155 2.1631 0.125
H -0.0018 -5.2966 -0.7530 0.150
C 5.6273 -2.6950 -4.0792 0.052
F -1.1624 -0.1797 0.8981 -0.042
F 2.8289 -1.6551 -2.1004 -0.005
C 4.8413 -2.4068 -2.9928 0.057
C 0.7171 1.0412 3.9290 -0.206
C -0.1934 1.1431 6.2068 -0.028
F 0.8510 1.8006 0.6392 -0.025
C -2.8136 -5.1140 -2.6908 0.112
C -2.4166 0.1812 0.7356 -0.313
H 5.9234 -2.6259 -6.1838 0.160
H 1.5906 3.9104 5.4621 0.124
C 3.9643 -1.9183 -5.6266 0.021
H -0.8022 0.7661 7.0153 0.134
H 5.2835 -2.4855 -2.0107 0.144
C -2.2334 -3.0000 -1.8345 0.079
H 2.0996 -1.3644 -4.7253 0.138
H 3.7224 -1.8174 -6.6743 0.151
C 3.0969 -1.7449 -4.5615 0.100
H -2.0626 1.2120 -1.1605 0.109
C 1.6529 5.2469 0.1473 0.023
C -1.6767 -5.7192 -2.0633 0.072
H 2.7424 3.3279 0.0547 0.134
C 1.3226 2.2662 4.0796 -0.005
H 1.7688 2.8088 3.2594 0.109
H 6.6507 -2.9644 -3.8639 0.152
C -0.5194 3.7443 1.0434 0.089